P | {"formula": "CH4N2OS", "method": "the ωB97M-V functional and the def2-TZVPD basis", "species": ["C", "N", "N", "O", "S", "H", "H", "H", "H"], "xyz": [[-2.490, -0.402, -0.115], [-1.407, 0.147, -0.315], [2.681, 0.703, 0.079], [1.959, -0.118, -0.780], [0.733, -1.064, -0.116], [-3.521, -0.002, -0.205], [-2.745, -1.385, 0.499], [2.389, 1.628, -0.093], [2.402, 0.493, 1.046]], "nbo_charge": [-0.16, -0.36, -0.48, -0.49, 0.44, 0.21, 0.17, 0.34, 0.34], "e_lumo_ev": [-1.6, -1.6], "homo_energy_ev": [-8.591, -8.593]}


Q | {"formula": "CH4N2OS", "method": "the ωB97M-V functional and the def2-TZVPD basis", "species": ["H", "N", "C", "S", "O", "N", "H", "H", "H"], "xyz": [[-2.239, 1.024, 2.478], [-1.349, 0.422, 2.106], [-0.908, 0.665, 0.982], [0.140, -0.710, 0.353], [0.321, -0.173, -1.198], [1.378, -0.748, -1.874], [-1.099, 1.514, 0.324], [2.343, -0.270, -1.660], [1.413, -1.723, -1.512]], "nbo_charge": [0.37, -0.65, -0.01, 0.47, -0.54, -0.49, 0.19, 0.34, 0.33], "e_lumo_ev": 0.7, "homo_energy_ev": -8.692}


List of relative energies, unit kcal/mol: P 50.1; Q 0.0


P | {"formula": "C5H11ClSi", "method": "the ωB97M-V functional and the def2-TZVPD basis", "species": ["C", "C", "C", "C", "C", "Si", "Cl", "H", "H", "H", "H", "H", "H", "H", "H", "H", "H", "H"], "xyz": [[0.472, -0.213, 0.951], [0.670, -0.531, -0.289], [-0.247, 1.069, 1.295], [0.949, -0.888, 2.163], [1.113, -1.653, -1.040], [-1.838, 1.855, -2.494], [-3.107, 0.542, -3.529], [-0.897, 1.249, 0.476], [0.424, 1.837, 1.630], [-0.937, 0.980, 2.064], [0.127, -1.124, 2.866], [1.767, -0.309, 2.849], [1.439, -1.758, 1.798], [1.864, -2.299, -0.576], [0.229, -2.254, -1.332], [1.440, -1.238, -2.013], [-0.618, 2.110, -3.273], [-2.849, 2.627, -1.547]], "nbo_charge": [-0.15, 0.17, -0.62, -0.62, -0.74, 0.66, -0.41, 0.21, 0.21, 0.20, 0.22, 0.21, 0.21, 0.23, 0.23, 0.23, -0.13, -0.11], "e_lumo_ev": [-0.5, 0.2], "homo_energy_ev": [-8.271, -7.375]}


Q | {"formula": "C5H11ClSi", "method": "the ωB97M-V functional and the def2-TZVPD basis", "species": ["C", "C", "C", "C", "C", "Si", "Cl", "H", "H", "H", "H", "H", "H", "H", "H", "H", "H", "H"], "xyz": [[-1.181, -0.058, 0.298], [-0.279, 0.738, -0.192], [-0.992, -1.592, 0.267], [-2.611, 0.319, 0.847], [-0.039, 2.070, -0.596], [3.445, -0.953, -0.673], [4.465, 0.296, 0.628], [0.098, -1.909, 0.258], [-1.615, -2.113, -0.494], [-1.242, -2.135, 1.105], [-2.452, 0.123, 1.950], [-3.313, -0.482, 0.307], [-2.694, 1.348, 0.443], [0.857, 1.973, -1.111], [-0.764, 2.561, -1.282], [0.153, 2.716, 0.256], [4.144, -0.542, -1.869], [4.021, -2.361, -0.141]], "nbo_charge": [-0.10, 0.12, -0.64, -0.65, -0.73, 0.76, -0.42, 0.22, 0.21, 0.21, 0.23, 0.22, 0.22, 0.24, 0.22, 0.23, -0.19, -0.16], "e_lumo_ev": [-1.6, 0.2], "homo_energy_ev": [-7.961, -8.637]}


List of relative energies, unit kcal/mol: P 0.0; Q 3.1